No. 1
Density functional theory data (ωB97M-V with the def2-TZVPD basis set) for 12 unconnected molecules or ions with the total composition C42H116N16O15.

Output
- calculated total energy (a.u.) = -3674.3824
- spin multiplicity = 1
- SMILES = COC[C@H](C)N.COC[C@H](C)N.COC[C@H](C)N.COC[C@H](C)N.COC[C@H](C)N.COCCNCCOC.COCCNCCOC.COCCNCCOC.NC(N)=O.NC(N)=O.NC(N)=O.NC(N)=O
- charge = 0
- HOMO-LUMO gap (eV) = 8.71

Element x y z (Å)
H: 3.234 31.801 13.562
N: 4.532 27.583 15.034
H: -1.216 20.510 11.918
H: 5.207 27.034 14.540
N: 0.927 20.087 14.993
O: -4.622 19.672 14.563
O: 7.017 27.458 19.617
H: -3.991 18.733 16.326
C: 1.628 28.057 17.182
H: -0.969 26.497 12.917
H: 1.340 26.410 13.677
H: 5.383 29.141 18.411
O: -1.722 25.239 18.659
H: -3.462 25.627 14.944
N: 5.846 29.354 14.408
H: 2.472 28.149 17.769
H: 1.708 24.899 15.674
H: 1.052 19.096 14.889
H: 9.476 32.283 15.254
H: 5.230 28.011 20.685
H: 9.081 30.781 14.468
C: 0.433 26.678 15.624
H: 3.759 27.074 15.495
H: -0.155 20.924 18.987
C: 5.815 29.548 19.281
C: -4.790 22.753 17.436
H: 2.796 27.903 21.034
O: 8.917 26.351 12.667
H: 2.804 30.909 20.554
C: -4.881 19.287 15.913
N: 3.629 24.837 18.362
C: 6.897 26.210 20.273
C: -0.837 22.894 18.525
O: 1.582 30.760 18.814
H: 8.336 28.156 13.509
H: -4.401 21.916 15.657
H: -3.839 23.410 12.854
N: 7.026 30.343 18.911
H: -4.802 17.662 13.936
C: -0.430 21.835 19.481
C: 4.867 20.880 15.618
H: 3.066 31.247 17.433
H: -5.865 22.894 17.544
H: 6.426 28.411 11.943
C: 0.019 32.113 14.296
H: -2.745 23.015 14.143
H: 8.941 31.989 17.824
H: -0.080 30.951 21.071
H: -1.409 18.890 15.199
H: -0.345 32.068 15.301
N: -1.444 21.367 12.488
H: -0.746 24.784 12.894
C: 1.970 24.567 11.227
H: 4.340 20.099 16.088
H: -4.615 24.756 17.589
H: 0.519 22.212 19.803
H: 10.766 25.559 12.872
H: 7.605 29.765 18.391
C: 6.735 24.718 16.171
H: 4.107 24.321 12.396
H: -4.787 26.411 15.919
H: -5.370 20.106 17.794
H: 4.415 24.322 15.128
H: 6.612 28.670 14.300
C: -0.681 25.670 13.550
H: -0.987 21.316 13.385
H: 5.147 30.219 19.735
H: 5.549 23.355 14.238
N: 2.420 32.323 13.729
H: 3.546 21.594 13.689
C: -4.290 24.060 16.872
C: 1.294 29.349 20.748
H: -1.274 26.536 20.240
H: 7.828 32.891 16.788
H: 1.040 28.781 10.950
H: 2.215 32.540 12.741
C: 6.948 27.448 11.922
C: -4.219 18.607 13.818
H: 7.298 24.793 17.080
H: 6.282 30.230 14.748
H: -1.541 22.551 17.674
H: 7.197 27.175 10.870
C: -0.330 20.656 15.446
H: 4.390 27.280 11.951
C: -1.962 26.440 19.407
H: -6.356 20.730 16.374
N: 3.127 22.112 14.467
C: 4.817 28.910 15.190
H: -0.023 24.325 17.392
C: 7.973 31.931 17.234
C: 1.242 28.717 11.987
H: 0.789 27.902 17.840
H: 0.810 30.706 22.448
H: -0.459 29.618 22.077
H: -0.823 31.571 13.793
H: -2.167 20.185 16.055
H: 7.330 26.224 21.266
C: -1.526 24.015 19.391
C: 4.837 26.336 11.866
H: 10.218 26.430 14.375
H: 1.638 28.926 16.527
H: 3.015 32.291 18.788
H: 5.887 25.887 20.390
C: 6.746 31.535 18.097
O: -0.382 21.873 15.690
H: -5.634 18.514 15.743
H: 1.844 32.470 17.553
O: 8.143 30.987 16.191
O: 2.618 25.676 11.812
C: -4.470 25.684 15.144
H: -3.169 24.010 16.804
O: 1.035 29.978 12.601
C: 5.052 23.422 15.227
H: 10.185 30.805 15.931
C: 8.344 27.592 12.518
N: 1.338 24.596 14.801
H: 5.773 20.950 16.255
C: 3.846 25.392 12.515
H: 2.453 28.844 22.315
C: 0.650 25.846 14.324
C: 1.440 31.540 14.388
N: 6.110 26.418 12.582
C: 10.174 26.400 13.249
H: 0.039 33.089 13.864
H: 3.014 29.510 19.393
H: 5.223 20.541 14.634
H: 0.877 29.442 14.662
H: 10.670 27.334 12.848
H: -3.154 18.365 13.966
H: 2.901 24.135 18.272
H: -5.027 25.843 14.193
N: -4.395 21.571 16.640
C: -5.361 20.433 16.762
H: 4.649 24.593 18.449
C: -2.546 22.136 12.208
C: 2.266 30.125 19.898
N: 0.323 23.492 17.845
C: 9.340 31.209 15.458
H: -1.448 25.451 14.283
H: -4.350 22.695 18.432
H: 1.114 24.982 10.716
H: 7.417 24.737 15.327
O: 6.038 23.469 16.241
C: 2.381 31.714 18.110
H: -4.433 18.933 12.805
H: 6.401 32.343 18.776
C: 6.171 28.438 20.261
H: 1.443 26.206 20.232
H: 3.599 25.588 13.600
N: 1.990 28.349 21.549
H: 6.671 25.584 12.635
H: 2.204 28.267 12.204
H: 6.726 28.954 21.083
H: 0.637 22.826 17.116
H: -2.514 23.658 19.815
H: 2.539 24.074 10.450
C: 3.207 25.838 19.180
C: 0.360 30.154 21.606
N: 1.838 25.790 19.428
H: 6.026 25.569 16.171
H: 3.564 22.446 16.385
H: 0.601 28.015 12.447
H: 1.704 23.682 11.898
H: 0.163 27.707 15.322
N: -1.282 19.736 15.791
H: 8.849 28.233 11.806
C: 1.422 30.060 13.969
H: -3.005 26.509 19.755
H: -0.810 24.241 20.214
H: 1.190 25.052 19.147
H: -1.033 21.681 20.380
C: 4.132 22.203 15.481
H: 0.551 28.787 20.108
H: 0.688 23.814 14.830
O: 3.924 26.692 19.630
H: 7.462 25.509 19.637
H: 1.671 20.757 14.902
H: -0.386 26.215 16.191
H: 2.738 22.989 14.200
O: 1.699 26.857 16.307
H: 1.728 31.637 15.505
H: 4.801 26.027 10.803
N: -2.928 23.108 13.104
O: -3.154 21.893 11.137
H: 5.960 31.478 17.339
H: 2.495 29.722 13.978
H: -1.823 27.328 18.798
O: -4.819 24.360 15.615
O: 4.111 29.702 15.781


No. 2
Density functional theory data (ωB97M-V with the def2-TZVPD basis set) for 14 unconnected molecules or ions with the total composition C42H120N8O14.

Output
- calculated total energy (a.u.) = -3163.0095
- spin multiplicity = 2
- charge = +1
- ⟨S²⟩ = 0.757
- HOMO-LUMO gap (spin up / spin down) (eV) = 8.13 / 2.36

Element x y z (Å)
N: -2.621 5.169 4.317
H: 0.833 -2.736 -5.150
H: 1.119 -4.531 7.901
N: -2.204 0.560 -4.600
H: 3.191 -2.144 2.513
N: 1.195 -5.751 -4.329
H: 3.265 -4.101 4.044
H: 3.404 1.677 1.795
H: 2.973 -1.437 -2.234
H: -2.096 -2.270 -3.894
H: 5.659 -1.662 0.306
H: -0.099 3.976 6.776
H: -0.526 1.020 -1.649
H: -1.761 2.926 -0.580
H: -5.682 1.612 -7.613
H: 4.218 -0.287 -2.422
C: 2.263 -3.384 5.616
H: -1.715 -7.464 -4.103
O: -1.603 3.175 5.927
H: 0.760 -4.347 4.184
H: -2.763 4.399 1.698
O: -5.387 2.680 1.505
H: 1.302 -2.911 5.821
C: 1.841 2.727 1.391
C: 3.765 -2.012 -6.233
C: -2.065 -1.600 3.266
H: -0.290 3.769 4.362
H: 4.101 -3.950 -1.218
H: 2.205 2.972 0.393
O: 2.466 1.620 1.990
H: -0.223 -7.648 -3.140
H: 0.173 2.190 6.674
H: 1.967 0.239 -5.999
C: 2.150 -0.266 -5.051
H: -3.088 0.330 -5.031
C: 2.882 1.244 5.275
H: 0.305 -3.274 -0.782
H: 1.458 -5.599 -3.366
C: -0.649 -7.242 -4.057
H: 3.115 4.014 2.408
H: -1.080 4.678 2.117
H: -7.550 2.914 2.952
H: 1.375 -4.829 -4.702
H: 2.340 3.599 -1.866
H: -2.633 2.559 -4.107
H: -5.131 2.368 4.840
C: 2.030 3.961 2.319
C: 1.996 -5.448 -0.364
H: -0.684 -1.371 -3.720
C: 2.448 -3.384 4.120
H: -2.455 3.300 -6.557
H: -1.477 -3.547 3.983
C: -1.542 3.822 -1.161
H: 2.222 1.576 -2.881
H: -0.770 -4.966 -2.567
H: -3.191 3.259 3.763
H: -4.259 2.419 -8.229
H: 3.614 2.289 -3.673
H: 4.666 -1.606 -5.772
C: 1.757 5.482 -1.567
H: -1.987 3.530 -2.112
H: -2.916 0.974 -2.908
H: 0.893 -1.755 -6.340
C: 3.953 -1.169 -1.838
N: -7.512 1.113 4.033
H: -0.987 2.226 4.201
H: 3.555 -3.880 -2.886
H: 3.368 -0.029 -0.247
H: -5.175 0.917 2.601
H: -2.162 1.651 -7.068
C: 2.723 1.685 -3.843
C: -5.913 2.937 4.337
O: 3.166 0.431 -4.343
H: -0.430 2.275 -3.608
H: -1.976 -4.786 -3.865
H: 1.870 7.692 -1.458
C: 2.894 -2.008 3.553
C: -4.593 1.623 -7.564
C: 0.233 5.182 -1.835
H: -3.894 3.186 0.186
H: -6.541 1.041 1.480
O: 5.238 -0.805 0.212
H: 0.049 5.122 -2.908
C: -2.248 -2.824 4.251
O: -3.365 1.129 -2.076
N: 1.467 -2.449 -5.883
H: 1.887 1.266 3.688
C: 3.535 -4.485 -1.980
H: 3.888 -3.095 -6.252
H: 3.121 -2.896 6.078
N: 0.188 -5.940 1.380
H: 4.145 2.521 3.879
O: 1.665 1.295 4.622
H: 1.599 3.869 3.316
H: 1.222 -0.223 -4.481
O: 2.226 -4.851 -1.658
H: 3.076 3.451 4.921
H: 0.785 2.502 1.242
H: -4.232 0.671 -7.953
C: 2.573 -1.766 -5.285
H: 2.087 2.240 -4.533
H: -5.380 3.722 3.801
C: 2.119 -4.787 7.551
H: 0.630 -0.309 -1.820
C: -5.952 1.581 2.222
H: 1.258 0.095 1.149
C: -0.703 2.458 -4.647
H: 2.097 -1.266 3.594
C: -4.341 2.304 0.646
H: 0.725 -6.753 1.646
H: 2.530 -4.831 0.358
H: -0.365 -0.965 2.502
H: 3.780 -1.596 4.036
C: 0.459 -5.401 0.021
H: -2.157 -2.448 5.270
H: 3.360 -1.771 0.117
H: 0.419 -5.266 2.095
H: -3.560 1.843 1.250
H: 1.016 1.104 -0.876
H: -2.211 -1.856 2.217
C: -1.210 3.225 4.574
H: -6.882 0.589 4.623
H: 1.721 4.903 1.867
H: -1.205 -2.350 -2.384
C: -2.691 2.259 -6.335
H: -2.752 4.920 5.287
H: -0.670 3.547 -4.688
C: -0.019 -3.901 0.048
H: 3.989 -5.467 -2.116
C: 2.246 6.892 -2.097
H: -0.290 6.025 -1.384
H: -3.263 -3.221 4.232
H: 0.030 2.058 -5.349
H: -8.051 1.618 4.721
C: 0.209 0.413 -1.120
H: -4.752 1.550 -0.025
H: -1.124 0.531 0.629
C: -1.903 3.970 2.212
H: -2.146 4.633 -0.753
C: -0.557 2.988 6.812
H: 2.709 1.217 6.350
C: -2.284 3.861 3.703
H: -0.466 -5.757 -5.507
C: -0.419 -0.153 0.156
C: -0.919 -4.698 -3.613
H: 1.926 7.155 -3.105
H: 3.664 -1.703 -7.273
C: -6.836 2.179 3.323
O: -0.116 4.013 -1.101
H: -1.568 0.125 -5.252
H: 1.922 5.393 -0.493
H: -2.728 -0.745 3.400
H: -0.985 2.857 7.807
H: -3.584 0.255 -1.755
H: 2.619 -2.243 -4.306
H: -6.474 3.382 5.159
H: 0.569 -2.976 3.576
H: 3.325 7.039 -2.143
H: 3.400 0.350 4.927
O: 0.641 -0.630 1.025
H: -0.051 -5.932 -0.783
H: -1.086 -3.724 0.187
H: 4.516 2.642 5.489
O: -0.698 -1.241 3.359
C: 3.935 -0.957 -0.324
O: 2.158 -4.745 6.090
H: 2.226 -5.847 7.782
H: 4.654 -1.948 -2.138
C: -2.120 2.013 -4.899
H: 3.546 4.570 -1.631
H: 0.540 -3.446 0.866
C: -0.247 -5.853 -4.443
C: 3.643 2.523 4.847
H: -3.480 5.571 3.968
H: -0.206 -7.868 -4.831
O: -0.423 -3.425 -4.060
H: 2.931 -4.354 8.135
C: -1.095 -2.349 -3.469
H: -1.630 2.968 1.881
N: 2.661 4.524 -2.117
H: 2.303 -6.494 -0.398
O: -4.076 1.890 -6.288
N: 1.188 -3.767 3.476
H: -0.970 -1.040 -0.159


It is found that the max |F| values, taken in the order of the records, are 0.075 0.065 Eh/bohr.